1.
Molecular formula: C2H7N2O2P
Method: DFT, ωB97M-V/def2-TZVPD

As for the charge: 0. Its HOMO-LUMO gap is 10.31 eV. Its SMILES is CC(=O)P(N)(N)=O. The energy above the lowest of the compared OMol25 structures with the same formula, charge and spin is 0.0000 eV. The value obtained for the total energy is -18553.3832 eV. For the HOMO energy, the calculation gives -9.54 eV.

Last column: Löwdin charge in e.
Atoms and positions in Å:
C1 -0.9743 0.5175 0.3227  -0.49
C2 -1.7918 -0.6627 0.6981  -0.05
N1 1.6435 1.6278 0.0739  -0.07
N2 1.0323 -0.7456 -1.0855  -0.06
O1 -1.3770 1.6221 0.0678  0.05
O2 1.3591 -0.5616 1.5014  -0.31
P1 0.8707 0.1534 0.3218  0.47
H1 -1.5187 -1.4905 0.0441  0.08
H2 -2.8585 -0.4569 0.6488  0.09
H3 -1.5033 -0.9511 1.7093  0.09
H4 1.9628 2.0279 0.9453  0.05
H5 1.1071 2.2999 -0.4595  0.05
H6 0.9554 -0.2380 -1.9546  0.05
H7 1.8677 -1.3143 -1.0556  0.06



2.
Molecular formula: C32H30BrCl3F5N3O2RuSSi
Method: DFT, ωB97M-V/def2-TZVPD

As for the charge: -1. Its HOMO-LUMO gap (spin up / spin down) is 6.25 / 4.63 eV. As for the expectation value of S²: 8.82. The energy above the lowest of the compared OMol25 structures with the same formula, charge and spin is 1.6243 eV. The value obtained for the total energy is -184733.3974 eV. For the HOMO energy (spin up / spin down), the calculation gives -4.47 / -5.19 eV. Its spin multiplicity is 6.

Last column: Mulliken spin population.
Atoms and positions in Å:
Ru1 -0.6472 0.4189 0.1184  2.67
O1 1.6585 -1.3416 3.0070  0.05
C1 0.8849 -1.0422 2.1003  0.00
N1 0.7949 0.1607 1.5156  0.06
C2 1.8771 1.0699 1.7851  0.00
C3 1.9816 2.1622 0.7618  -0.01
C4 3.0334 3.0759 0.8183  0.00
C5 3.0798 4.1017 -0.1042  0.00
C6 2.0765 4.1937 -1.0603  0.01
C7 1.0717 3.2432 -1.0415  0.01
N2 1.0380 2.2545 -0.1614  0.05
C8 -0.0591 -2.0447 1.5017  0.03
C9 -0.3171 -3.2471 2.1432  -0.01
C10 -1.1161 -4.1852 1.5138  0.02
C11 -1.6117 -3.8934 0.2520  -0.01
C12 -1.3244 -2.6626 -0.3149  0.05
N3 -0.5674 -1.7563 0.2954  -0.02
H1 2.8215 0.5040 1.8262  0.00
H2 1.7533 1.5357 2.7775  0.01
H3 3.7922 2.9763 1.5805  0.00
H4 3.8789 4.8300 -0.0756  0.00
H5 2.0745 4.9866 -1.7935  0.00
H6 0.2426 3.2758 -1.7373  0.00
H7 0.1111 -3.4138 3.1191  0.00
H8 -1.3527 -5.1189 2.0024  0.00
H9 -2.2329 -4.6014 -0.2718  0.00
H10 -1.7364 -2.3843 -1.2775  -0.01
C13 -4.9029 2.3059 -3.6440  0.02
C14 -4.2222 1.1017 -4.3157  0.03
C15 -5.0535 -0.1649 -4.0570  0.02
C16 -4.2059 1.3590 -5.8261  0.01
C17 -2.8416 0.9015 -3.7154  0.10
C18 -2.7449 0.7048 -2.3357  -0.10
C19 -1.5250 0.5185 -1.7251  0.10
Br1 -3.4751 -0.7750 0.8963  0.18
C20 -0.3300 0.4566 -2.5328  0.14
O2 0.7366 0.1713 -1.8939  0.35
C21 -0.4061 0.7477 -3.9385  0.12
C22 -1.6614 0.9381 -4.4757  0.03
C23 0.8816 0.8750 -4.7323  0.03
C24 1.7451 1.9583 -4.0710  0.02
C25 1.6324 -0.4595 -4.6926  -0.02
C26 0.6563 1.2702 -6.1942  0.00
H11 -5.9050 2.4327 -4.0502  0.00
H12 -4.3374 3.2160 -3.8332  0.00
H13 -4.9804 2.1756 -2.5694  0.00
H14 -6.0709 -0.0140 -4.4120  0.00
H15 -5.0842 -0.4057 -2.9989  0.00
H16 -4.6207 -1.0115 -4.5860  0.00
H17 -5.2258 1.5388 -6.1602  0.00
H18 -3.8203 0.4995 -6.3692  0.00
H19 -3.6156 2.2377 -6.0754  0.00
H20 -3.6414 0.7199 -1.7314  0.00
H21 -1.7451 1.1276 -5.5337  0.00
H22 1.9879 1.6658 -3.0532  -0.01
H23 1.2161 2.9105 -4.0507  0.00
H24 2.6720 2.0880 -4.6263  0.00
H25 1.8135 -0.7499 -3.6609  0.02
H26 2.5911 -0.3694 -5.2020  0.00
H27 1.0503 -1.2404 -5.1783  -0.01
H28 0.1046 2.2057 -6.2722  0.00
H29 0.1229 0.4901 -6.7336  0.00
H30 1.6246 1.4091 -6.6728  0.00
Cl1 -3.5237 3.0582 0.1465  0.00
Si1 -1.8598 2.2569 1.1239  0.08
Cl2 -0.7895 4.0920 1.4928  0.01
Cl3 -2.5970 1.9856 3.0631  0.01
F1 2.9860 -7.5721 -3.5263  0.01
C27 2.7398 -6.3569 -2.9974  0.13
C28 3.3144 -5.9833 -1.7844  -0.04
F2 4.0966 -6.8563 -1.1266  0.00
C29 3.0957 -4.7187 -1.2702  0.08
F3 3.6786 -4.3913 -0.1076  0.01
C30 2.2987 -3.7647 -1.9314  -0.04
S1 2.1206 -2.1749 -1.3315  0.79
C31 1.6920 -4.1967 -3.1243  0.09
F4 0.8698 -3.3671 -3.7850  0.01
C32 1.9121 -5.4538 -3.6564  -0.04
F5 1.3316 -5.8055 -4.8191  0.00



3.
Molecular formula: C32H47F7N5O8S2
Method: DFT, ωB97M-V/def2-TZVPD

As for the charge: +1. Its HOMO-LUMO gap is 6.39 eV. The value obtained for the total energy is -98449.5648 eV. For the HOMO energy, the calculation gives -11.30 eV.

Last column: Löwdin charge in e.
Atoms and positions in Å:
C1 8.0039 -2.5617 2.0796  -0.09
C2 7.5815 -1.4813 0.9367  -0.18
C3 5.9572 -1.4319 0.9955  -0.33
C4 5.4534 -2.9238 0.7209  -0.06
N1 5.4183 -0.3637 0.1250  -0.10
C5 4.0361 0.0319 0.3686  -0.14
N2 2.9999 -0.9416 0.5700  -0.12
C6 2.5185 -1.1584 1.9406  -0.11
C7 3.1134 -0.3072 3.1217  -0.12
F1 2.3621 0.8968 3.4268  -0.09
O1 2.0574 -0.9875 -0.4146  -0.11
C8 1.4969 -2.3358 -0.5710  -0.11
C9 -0.0992 -2.2729 -0.2599  -0.31
C10 -0.4387 -3.2118 1.0063  -0.07
C11 -0.8281 -2.7383 -1.6019  -0.15
C12 -2.4011 -2.4462 -1.6564  -0.37
C13 -3.2770 -3.8059 -1.5463  -0.08
C14 -2.9209 -1.3654 -0.6062  -0.11
N3 3.8050 1.3439 0.3717  0.09
C15 2.4437 1.9465 0.5461  -0.09
C16 1.8362 2.2914 -0.9264  -0.19
C17 0.2308 2.0718 -0.8648  -0.53
S1 -0.6464 3.5250 -0.0717  0.66
C18 4.9115 2.3474 0.1916  -0.07
O2 5.8315 2.2875 1.3244  0.03
C19 6.5059 3.5099 1.4852  -0.51
F2 7.6873 3.2515 2.1831  0.14
F3 6.8533 4.0826 0.2611  0.13
F4 5.7184 4.4120 2.2093  0.13
S2 5.8788 -0.3981 -1.5043  0.84
O3 6.2110 -1.7229 -2.0898  -0.24
O4 4.8106 0.2381 -2.3672  -0.28
C20 7.4043 0.6975 -1.7529  -0.45
F5 7.8648 1.2563 -0.5449  0.07
F6 7.1082 1.8014 -2.5815  0.09
F7 8.4514 0.0054 -2.3513  0.12
H1 7.1770 -2.6000 2.8772  0.08
H2 8.9498 -2.2460 2.6162  0.09
H3 8.0482 -3.6093 1.6359  0.08
H4 7.9729 -1.8157 -0.0735  0.11
H5 8.0431 -0.4939 1.2994  0.12
H6 5.7289 -1.2074 2.0990  0.14
H7 4.5872 -2.9104 -0.0359  0.08
H8 6.2660 -3.5556 0.2120  0.10
H9 5.0817 -3.4819 1.6372  0.09
H10 1.3752 -1.0148 1.9493  0.15
H11 2.6663 -2.2695 2.2061  0.14
H12 4.2099 -0.0274 3.0673  0.11
H13 3.0094 -0.9432 4.0741  0.14
H14 2.0332 -3.1333 0.0308  0.12
H15 1.6226 -2.5875 -1.6858  0.14
H16 -0.2989 -1.1998 0.0490  0.10
H17 -0.4198 -2.6636 2.0011  0.08
H18 -1.4919 -3.6054 0.8532  0.08
H19 0.3289 -4.0632 1.0903  0.09
H20 -0.5797 -3.8532 -1.7333  0.13
H21 -0.3372 -2.1548 -2.4578  0.12
H22 -2.6082 -2.0054 -2.6985  0.13
H23 -3.9824 -3.8066 -2.4384  0.08
H24 -2.5968 -4.7178 -1.5103  0.07
H25 -3.8648 -3.7228 -0.5706  0.08
H26 -2.2288 -0.4492 -0.5984  0.06
H27 -3.9627 -0.9670 -0.8470  0.08
H28 -2.8612 -1.8280 0.4364  0.08
H29 1.6943 1.2501 1.0303  0.12
H30 2.4805 2.9333 1.1229  0.15
H31 2.0823 3.3502 -1.2583  0.11
H32 2.2070 1.5269 -1.7000  0.12
H33 -0.1679 1.8957 -1.9270  0.08
H34 -0.0330 1.1209 -0.2789  0.07
H35 -0.4600 4.5368 -1.0225  -0.10
H36 5.4228 2.2556 -0.8160  0.13
H37 4.4628 3.4041 0.2211  0.17
C21 -6.9256 4.5425 -2.1266  -0.06
C22 -7.0638 3.1983 -1.7938  -0.06
C23 -5.9576 2.3572 -1.8191  0.00
C24 -4.7152 2.8758 -2.1758  -0.13
C25 -4.5703 4.2185 -2.5175  0.00
C26 -5.6826 5.0513 -2.4920  -0.07
N4 -3.5446 1.9989 -2.1793  -0.31
O5 -3.7091 0.8236 -1.8924  0.04
O6 -2.4618 2.4874 -2.4637  0.02
H38 -7.7908 5.1974 -2.1003  0.11
H39 -8.0351 2.8064 -1.5113  0.11
H40 -6.0790 1.3105 -1.5572  0.07
H41 -3.6070 4.6269 -2.8007  0.12
H42 -5.5812 6.0989 -2.7533  0.11
C27 -10.0460 -0.0873 2.9884  -0.07
C28 -10.2077 -1.3237 2.3709  -0.06
C29 -9.5412 -1.6012 1.1831  0.00
C30 -8.7106 -0.6328 0.6245  -0.14
C31 -8.5500 0.6096 1.2332  0.00
C32 -9.2226 0.8793 2.4193  -0.06
N5 -7.9872 -0.9295 -0.6128  -0.32
O7 -8.1651 -2.0185 -1.1281  0.10
O8 -7.2408 -0.0676 -1.0583  0.03
H43 -10.5638 0.1237 3.9187  0.11
H44 -10.8518 -2.0728 2.8180  0.11
H45 -9.6751 -2.5678 0.7116  0.12
H46 -7.9087 1.3697 0.8013  0.11
H47 -9.1025 1.8422 2.9033  0.11



4.
Molecular formula: C3H9HfO12
Method: DFT, ωB97M-V/def2-TZVPD

As for the charge: +1. Its HOMO-LUMO gap is 10.04 eV. The energy above the lowest of the compared OMol25 structures with the same formula, charge and spin is 0.6219 eV. The value obtained for the total energy is -29132.4778 eV. For the HOMO energy, the calculation gives -13.57 eV.

Last column: Löwdin charge in e.
Atoms and positions in Å:
Hf1 4.7890 -14.6400 15.9030  1.66
C1 2.7720 -14.1960 14.3540  -0.70
O1 3.9700 -14.1530 14.1130  -0.05
O2 1.7550 -13.8900 13.5770  0.25
O3 2.8130 -14.6420 15.4840  -0.03
H1 1.9600 -13.6720 12.6660  0.15
C2 4.7410 -17.1710 15.3330  -0.74
O4 4.1700 -16.6680 16.2690  -0.01
O5 4.6120 -18.4620 14.9320  0.18
O6 5.3160 -16.2740 14.7750  -0.01
H2 4.1180 -19.0390 15.5830  0.17
C3 6.9240 -14.5270 17.6540  -0.74
O7 6.6020 -13.3520 17.5590  0.02
O8 7.6350 -14.9140 18.7490  0.17
O9 6.4060 -15.3910 16.9020  -0.09
H3 7.9880 -14.1910 19.1860  0.08
O10 6.4720 -13.9030 14.7660  -0.04
H4 7.2370 -14.5500 14.6420  0.17
H5 6.7400 -13.1180 14.3370  0.10
O11 4.4260 -12.5860 16.2490  -0.06
H6 3.7610 -12.0770 16.7960  0.17
H7 4.8510 -11.8800 15.7520  0.12
O12 3.9500 -14.6210 17.8940  -0.03
H8 3.8150 -13.9360 18.5600  0.13
H9 3.3080 -15.2980 18.1590  0.13



5.
Molecular formula: C8H11NOS
Method: DFT, ωB97M-V/def2-TZVPD

As for the charge: 0. Its HOMO-LUMO gap is 9.02 eV. The energy above the lowest of the compared OMol25 structures with the same formula, charge and spin is 2.2131 eV. The value obtained for the total energy is -22844.8706 eV. For the HOMO energy, the calculation gives -8.63 eV.

Last column: Löwdin charge in e.
Atoms and positions in Å:
C1 -0.3026 -1.6681 0.2505  -0.05
C2 -0.9482 -0.5916 -0.0672  0.03
C3 -3.0411 1.0793 0.0990  -0.60
C4 1.2076 -1.5599 0.3171  -0.18
C5 -1.6442 1.6986 0.2574  -0.06
C6 1.7116 -0.2219 -0.2337  -0.19
C7 0.8448 0.9541 0.2235  -0.15
C8 -0.5740 0.7882 -0.3551  -0.31
N1 -2.9903 -0.2574 0.0304  -0.41
O1 -4.0591 1.7340 0.0666  0.04
S1 -4.1388 -1.4191 -0.0346  0.77
H1 -0.7584 -2.6108 0.5020  0.11
H2 1.4883 -1.6667 1.3695  0.12
H3 1.6586 -2.3882 -0.2329  0.11
H4 -1.6441 2.6940 -0.1855  0.13
H5 -1.4773 1.8034 1.3334  0.13
H6 2.7420 -0.0680 0.0923  0.11
H7 1.7084 -0.2581 -1.3247  0.12
H8 0.7866 0.9617 1.3138  0.13
H9 1.2775 1.8985 -0.1077  0.12
H10 -0.5514 0.9470 -1.4406  0.16
H11 -4.3987 -1.3991 -1.3661  -0.13



6.
Molecular formula: C5H5N
Method: DFT, ωB97M-V/def2-TZVPD

As for the charge: 0. Its HOMO-LUMO gap is 10.14 eV. Its SMILES is C=CC(=C)C#N. The energy above the lowest of the compared OMol25 structures with the same formula, charge and spin is 3.8408 eV. The value obtained for the total energy is -6752.0671 eV. For the HOMO energy, the calculation gives -10.04 eV.

Last column: Löwdin charge in e.
Atoms and positions in Å:
C1 -1.6120 2.0598 0.2219  -0.27
C2 0.4387 -1.1517 -1.3867  0.01
C3 0.6581 1.8417 0.7490  0.07
C4 -0.1479 0.1070 -1.1264  -0.03
C5 -0.4261 1.3868 0.0991  -0.24
N1 -2.5083 2.7444 0.3527  0.18
H1 0.9801 -1.7098 -0.5455  0.08
H2 0.5083 -1.5278 -2.3486  0.01
H3 1.5915 1.2121 0.5369  0.10
H4 0.6714 2.4534 1.5972  0.05
H5 -0.7014 0.6823 -1.8354  0.05